The following is a quantum chemistry calculation of a structure of composition C27H24N3O8PtS2 at a distorted geometry, from the OMol25 dataset.

The geometry in XYZ format:
```
65
Properties=species:S:1:pos:R:3
Pt -1.00896 0.53751 -0.52126
O -4.82057 1.59886 4.13441
C -4.01118 1.52314 3.08321
C -2.69828 2.01587 3.09918
C -1.94291 1.87777 1.96428
N -2.42225 1.29915 0.87699
C -3.66748 0.82998 0.83409
C -4.50474 0.92695 1.91094
C -4.00904 0.23551 -0.52089
O -5.08023 -0.28653 -0.70981
O -3.05443 0.37828 -1.38475
C -0.49947 2.36905 1.81545
O 0.05738 2.78438 2.80547
O -0.06142 2.29056 0.61011
H -4.39092 2.02040 4.88770
H -2.26821 2.49229 3.97072
H -5.51881 0.55567 1.85964
C 4.44457 3.87266 3.80473
C 3.73636 2.77477 3.06717
C 3.67668 2.75837 1.67695
C 2.97929 1.76861 1.00521
C 2.34952 0.78361 1.74214
C 2.40394 0.76233 3.12927
C 3.10427 1.75599 3.78150
S 1.33275 -0.44699 0.99382
O 0.01271 -0.35556 1.58958
O 1.95552 -1.73796 1.02142
N 1.00804 -0.01913 -0.56558
C 1.67616 -0.12040 -1.74433
C 2.98220 -0.53883 -1.92920
C 3.55228 -0.49388 -3.20901
C 2.83742 -0.07821 -4.30311
C 1.47914 0.27624 -4.16142
C 0.62690 0.63717 -5.22855
C -0.69466 0.91000 -4.98376
C -1.17852 0.86536 -3.66799
N -0.39200 0.56273 -2.66158
C 0.90949 0.25008 -2.87304
H 4.95481 4.54731 3.12057
H 5.17131 3.45825 4.50383
H 3.72623 4.45236 4.38656
H 4.16391 3.54142 1.11050
H 2.91252 1.77651 -0.07475
H 1.89218 -0.01983 3.67519
H 3.14380 1.76012 4.86313
H 3.54635 -0.88766 -1.07458
H 4.58665 -0.78566 -3.32941
H 3.30131 -0.02147 -5.27833
H 1.02209 0.68627 -6.23498
H -1.37312 1.16711 -5.78343
H -2.21417 1.07257 -3.42743
O -1.54532 -1.64794 -0.39083
S -1.58512 -2.63530 -1.54343
C -3.00025 -3.73144 -1.12792
C -2.42517 -5.12680 -0.92856
C -1.07685 -4.92454 -0.24384
C -0.33827 -3.89529 -1.08699
H -3.73774 -3.65494 -1.92401
H -3.41690 -3.31625 -0.21014
H -2.28509 -5.61898 -1.89299
H -3.09542 -5.74345 -0.33111
H -0.51055 -5.85150 -0.16249
H -1.22294 -4.52865 0.76322
H 0.03759 -4.32457 -2.01685
H 0.46765 -3.38343 -0.56060
```

gap between HOMO and LUMO (alpha / beta) = 5.555 / 5.606 eV
charge = +1
energy above the lowest of the compared OMol25 structures with the same formula, charge and spin = 32.21 kcal/mol
calculated total energy = -2724.8648 Ha
HOMO level (alpha / beta) = -0.41133 / -0.41121 hartree

These are the Mulliken partial charges, in e, on atoms 1 to 6:
1 Pt 2.26
2 O -0.50
3 C 0.97
4 C -0.22
5 C 0.39
6 N -0.33

***

The following is a quantum chemistry calculation of an isolated molecule of C5H14N2O, from the OMol25 dataset.

The geometry in XYZ format:
```
22
Properties=species:S:1:pos:R:3
C -0.67440 -1.67201 0.99667
C 0.11660 -0.36630 0.85290
N 1.54959 -0.55058 1.05374
C -0.12432 0.34358 -0.51013
C -0.06366 -0.61449 -1.70101
C -1.46601 1.08275 -0.48866
O 0.93120 1.26542 -0.76770
N 1.08279 2.22536 0.28883
H -0.30207 -2.42991 0.31067
H -0.56712 -2.04958 2.01281
H -1.73185 -1.51525 0.80535
H -0.21322 0.32561 1.63834
H 1.94913 -1.07276 0.28093
H 1.71233 -1.07935 1.90403
H -0.93814 -1.25651 -1.72162
H -0.03268 -0.02601 -2.61390
H 0.83621 -1.22273 -1.66496
H -2.28015 0.40728 -0.24516
H -1.42239 1.87767 0.25113
H -1.65194 1.52567 -1.46369
H 1.55274 3.00392 -0.16703
H 1.73736 1.79822 0.94846
```

gap between HOMO and LUMO = 9.930 eV
structure (SMILES) = C[C@@H](N)C(C)(C)ON
energy above the lowest of the compared OMol25 structures with the same formula, charge and spin = 60.01 kcal/mol
calculated total energy = -383.6051 Ha
HOMO level = -0.32760 hartree

These are the Mulliken partial charges, in e, on atoms 1 to 6:
1 C -1.50
2 C 0.04
3 N -0.55
4 C 1.64
5 C -1.82
6 C -1.71

***

The following is a quantum chemistry calculation of a structure of composition C13H27Cl2N2OP2Sc at a distorted geometry, from the OMol25 dataset.

The geometry in XYZ format:
```
48
Properties=species:S:1:pos:R:3
C 0.48701 -0.04761 -4.32888
C 0.00479 -0.31511 -2.94809
H 0.97796 0.93009 -4.22162
H -0.28823 -0.08178 -5.12156
H 1.18238 -0.86434 -4.58557
O 0.24287 0.41209 -1.96155
Cl -0.86817 -1.79900 -2.71217
Sc -0.43227 -0.71717 0.69670
P -2.66494 0.45372 -0.17201
C -2.87250 2.15868 0.52357
C -3.23057 0.83966 -1.86641
H -4.26408 1.23695 -1.84257
H -5.09674 0.11486 0.04701
H -3.19699 -0.06900 -2.48316
H -4.16785 -1.42074 -0.00826
H -2.17319 2.82493 0.00796
H -2.55537 1.58889 -2.29989
C -4.19502 -0.40301 0.40617
H -3.89348 2.53352 0.37936
H -4.19687 -0.46974 1.50233
H -2.60756 2.13784 1.58394
P 1.88719 -1.96514 -0.11957
C 3.45408 -1.46733 0.72308
C 1.76561 -3.73048 0.37410
H 1.86490 -2.70081 -2.46389
H 3.50579 -2.82063 -1.74071
H 2.85264 -1.23129 -2.24590
C 2.59335 -2.20438 -1.81028
H 0.89451 -4.17576 -0.13174
H 2.68221 -4.26735 0.08007
H 4.24545 -2.21021 0.53924
H 3.27261 -1.36947 1.80438
H 1.60676 -3.79361 1.45966
H 3.77804 -0.48575 0.34823
Cl -1.26326 -2.32491 2.03809
N -1.16829 1.00113 3.01478
C 0.07103 1.48647 2.62878
C 0.65907 2.58839 3.27423
C 1.81717 3.11797 2.69557
C 2.30639 2.59370 1.48962
C 1.65221 1.53170 0.90016
N 0.58858 0.91122 1.50601
H -1.36702 -0.01994 2.96813
H -1.59523 1.44115 3.80509
H 0.20207 2.98718 4.18075
H 2.34788 3.94325 3.16788
H 3.21022 3.00178 0.99388
H 1.94486 1.11941 -0.07493
```

gap between HOMO and LUMO = 8.470 eV
charge = +2
calculated total energy = -3059.7489 Ha
HOMO level = -0.56645 hartree

These are the Mulliken partial charges, in e, on atoms 1 to 6:
1 C -1.07
2 C 0.64
3 H 0.32
4 H 0.38
5 H 0.32
6 O -0.43

***

The following is a quantum chemistry calculation of a cluster of 2 separate species, C4H13N2O in total at a distorted geometry, from the OMol25 dataset.

The geometry in XYZ format:
```
20
Properties=species:S:1:pos:R:3
C 0.97420 -1.48601 -0.57653
C -1.13446 0.08830 -0.70672
C 0.88494 0.83041 1.23835
C -0.17124 -0.75075 0.13651
N -0.86080 -1.62121 1.01235
N -0.27700 1.12706 -1.35869
O 0.52008 2.10667 0.69973
H 0.43139 -1.93267 -1.38567
H 1.44168 -2.19183 0.11662
H 1.66247 -0.75454 -0.86962
H -1.90390 0.61875 -0.11473
H -1.78468 -0.47586 -1.41486
H 1.80147 0.44637 1.00040
H 0.46890 0.70971 2.18882
H -0.26145 -2.15148 1.62826
H -1.71457 -1.11853 1.25425
H 0.11083 1.68559 -0.47869
H -0.78899 1.79917 -2.00210
H 0.52994 0.51408 -1.79757
H 0.07120 2.55679 1.42989
```

gap between HOMO and LUMO = 8.769 eV
charge = +1
energy above the lowest of the compared OMol25 structures with the same formula, charge and spin = 101.78 kcal/mol
calculated total energy = -344.6046 Ha
HOMO level = -0.43817 hartree

These are the Mulliken partial charges, in e, on atoms 1 to 6:
1 C -1.77
2 C -0.92
3 C -0.64
4 C 0.74
5 N -0.51
6 N -0.27

***

The following is a quantum chemistry calculation of a cluster of 6 separate species, C55H73IN2O18S in total at a distorted geometry, from the OMol25 dataset.

The geometry in XYZ format:
```
150
Properties=species:S:1:pos:R:3
C 5.37176 -0.00967 4.57568
C 6.20682 0.55263 3.73920
C 6.80325 1.26978 2.40774
C 6.94920 0.24970 1.17868
C 8.38363 0.12316 0.52624
C 8.71242 -0.84365 -0.69086
N 10.07645 -0.97174 -1.28643
C 10.09346 -0.15977 -2.58250
C 11.26397 0.94989 -2.47808
C 11.07371 2.01781 -1.28498
C 9.64601 2.77495 -1.27324
C 7.53655 -1.70649 -1.27443
C 7.66780 -2.77823 -2.48139
C 6.11731 -1.55887 -0.61600
C 5.75147 -0.62827 0.58919
N 4.44051 -0.50177 1.25829
C 3.28706 -0.51949 0.33247
C 2.04050 0.43125 0.63994
C 1.95717 1.45510 1.86736
O 3.24117 1.91202 2.36629
C 3.12841 2.64968 3.60834
C 2.59465 4.16117 3.45444
C 3.58481 5.15423 2.65478
C 0.77542 0.35851 -0.33923
I -1.05693 1.55499 -0.01884
C 0.76202 -0.60491 -1.61972
C -0.54626 -0.63146 -2.55102
C -1.59575 -1.69125 -1.91097
C -2.48140 -2.58235 -2.89935
C -3.49618 -3.67851 -2.34880
C -3.70164 -3.94057 -0.79596
C -4.68564 -5.04647 -0.17928
C -2.82278 -3.05052 0.17304
C -1.79905 -1.95984 -0.38336
C 1.99877 -1.50305 -1.95360
O 2.15728 -2.37566 -3.07190
C 1.18098 -3.44581 -3.11570
C 1.11118 -4.39287 -1.81397
C 2.15317 -5.60809 -2.04846
O -0.23140 -5.01342 -1.83070
C 3.23211 -1.44933 -0.93856
S 4.69171 -2.57624 -1.30354
H 4.66667 -0.33730 5.42978
H 6.15148 2.15710 2.06843
H 7.85240 1.66049 2.72644
H 9.28745 0.71568 0.94571
H 10.22129 -1.94887 -1.61385
H 10.31833 -0.84966 -3.49157
H 9.04494 0.29073 -2.79354
H 12.24726 0.36321 -2.27691
H 11.43315 1.51738 -3.46859
H 11.16948 1.47179 -0.26945
H 11.94624 2.77201 -1.36673
H 9.41241 3.02690 -0.16883
H 9.63538 3.75510 -1.90260
H 8.77310 2.13912 -1.69304
H 7.00578 -2.46416 -3.37418
H 7.20332 -3.77565 -2.09433
H 8.75229 -3.01969 -2.76202
H 4.38527 -1.22527 1.99335
H 1.39804 2.41071 1.49563
H 1.30950 1.07340 2.76132
H 4.17566 2.67925 4.09724
H 2.41521 2.10590 4.35533
H 1.53080 4.19016 2.98652
H 2.49226 4.59798 4.53092
H 4.47776 4.60310 2.17271
H 2.95817 5.71592 1.84800
H 4.02117 6.00368 3.32270
H -0.18996 -1.01901 -3.59138
H -1.00949 0.40368 -2.75570
H -2.38082 -2.48505 -4.04677
H -4.11071 -4.34869 -3.06094
H -5.58130 -5.32014 -0.87907
H -5.04519 -4.70683 0.87129
H -4.10078 -6.03966 -0.02943
H -2.96244 -3.23410 1.30032
H -1.19009 -1.40204 0.40749
H 1.50308 -4.13625 -3.99975
H 0.10484 -3.10090 -3.40537
H 1.21644 -3.86062 -0.80603
H 3.22684 -5.18487 -2.07196
H 1.97662 -6.07762 -3.10151
H 2.01639 -6.47391 -1.30024
H -0.55568 -5.05034 -2.77358
C -1.51246 8.22889 0.45834
C -1.51885 6.71330 0.56535
C -2.82921 6.13018 1.00435
O -2.43350 4.93661 1.67032
C -1.17590 5.16084 2.14740
O -0.61941 4.46047 2.95100
O -0.63456 6.28112 1.59762
H -0.95137 8.69044 1.27519
H -1.03151 8.53416 -0.47529
H -2.52299 8.64567 0.44293
H -1.18240 6.26410 -0.37576
H -3.48253 5.89894 0.16034
H -3.37532 6.75699 1.71636
C 0.09721 7.64242 6.82336
C -0.55478 8.69192 5.93761
C -1.64867 8.16375 5.05518
O -1.59770 9.04038 3.93665
C -0.31248 9.48844 3.85513
O 0.14727 10.06274 2.90489
O 0.38217 9.19797 4.98860
H 1.09815 7.38025 6.47142
H 0.20427 8.02882 7.84094
H -0.50324 6.73169 6.89372
H -0.90804 9.53408 6.54317
H -2.62824 8.21263 5.53580
H -1.47584 7.14230 4.70112
C -2.99996 0.23656 3.53682
C -2.57797 -0.54754 4.76861
C -1.70508 -1.73405 4.47754
O -2.01763 -2.62054 5.54415
C -3.29322 -2.32996 5.92771
O -3.96151 -3.02492 6.64395
O -3.71120 -1.15036 5.39098
H -4.05130 0.06914 3.28906
H -2.87862 1.30827 3.71929
H -2.38763 -0.00555 2.66398
H -2.10738 0.11869 5.50044
H -0.64296 -1.47962 4.48981
H -1.94073 -2.23442 3.53282
C -9.14286 -8.60981 -1.45724
C -9.36497 -7.14579 -1.80147
C -9.59582 -6.88133 -3.26148
O -9.09414 -5.56030 -3.42284
C -8.13511 -5.39250 -2.46802
O -7.34604 -4.48677 -2.45094
O -8.18702 -6.38558 -1.53865
H -8.09662 -8.81553 -1.21740
H -9.73405 -8.87897 -0.57744
H -9.45862 -9.27560 -2.26469
H -10.17569 -6.73098 -1.19216
H -10.65431 -6.92401 -3.52743
H -9.03468 -7.54661 -3.92521
C -8.96363 -3.38547 -5.23462
C -9.60703 -2.32727 -6.11671
C -10.70211 -2.84390 -7.00448
O -10.64370 -1.96228 -8.11798
C -9.35574 -1.52110 -8.19506
O -8.89154 -0.94447 -9.14078
O -8.66471 -1.82172 -7.06116
H -7.96325 -3.65218 -5.58495
H -8.85684 -3.00488 -4.21538
H -9.56866 -4.29108 -5.17040
H -9.95660 -1.48608 -5.50750
H -11.68247 -2.79150 -6.52578
H -10.53484 -3.86439 -7.36351
```

gap between HOMO and LUMO = 7.716 eV
structure (SMILES) = C#CCc1cc(NCCCC)c(C)c2c1Nc1c(COCCC)c(I)c(Cc3ccc(C)cc3)c(OC[C@H](C)O)c1S2.C[C@@H]1COC(=O)O1.C[C@@H]1COC(=O)O1.C[C@@H]1COC(=O)O1.C[C@@H]1COC(=O)O1.C[C@@H]1COC(=O)O1
calculated total energy = -4298.5543 Ha
HOMO level = -0.28186 hartree

These are the Mulliken partial charges, in e, on atoms 1 to 6:
1 C -0.34
2 C -0.31
3 C 0.16
4 C 0.49
5 C -0.96
6 C -0.54

***

The following is a quantum chemistry calculation of an isolated molecule of C3H2N4S at a distorted geometry, from the OMol25 dataset.

The geometry in XYZ format:
```
10
Properties=species:S:1:pos:R:3
S 2.73386 -0.27009 0.43787
C 1.36628 -0.21827 -0.39221
N 0.67590 0.93102 -0.79530
C -0.49615 1.10305 -0.28287
C -1.05878 0.14245 0.70012
N -0.88004 -1.11711 0.69536
N -0.35506 -1.74063 -0.42051
N 0.70884 -1.37855 -0.93178
H -1.03069 1.99092 -0.55925
H -1.66415 0.55722 1.54858
```

gap between HOMO and LUMO = 8.269 eV
structure (SMILES) = S=c1nccnnn1
energy above the lowest of the compared OMol25 structures with the same formula, charge and spin = 49.77 kcal/mol
calculated total energy = -732.6017 Ha
HOMO level = -0.34514 hartree

These are the Mulliken partial charges, in e, on atoms 1 to 6:
1 S -0.28
2 C 0.33
3 N -0.36
4 C -0.03
5 C -0.02
6 N -0.19